# 1
Computed, not measured: C56H140F4N12O24S4 as an isolated structure in a non-equilibrium geometry, with ωB97M-V/def2-TZVPD.

XYZ file:
```
240
C56H140F4N12O24S4 (ωB97M-V/def2-TZVPD)
C -6.6176 -15.7973 22.9928
O -13.7549 -21.2649 19.4338
C -14.3473 -20.7186 27.5726
H -6.2384 -22.2913 22.9017
C -9.7364 -10.0427 25.8063
C -1.3210 -16.7582 17.4164
C -13.8707 -19.3805 24.8387
O -12.6984 -13.5053 23.0813
H -10.3633 -8.5283 27.2049
C -4.4613 -18.9552 26.6721
C -6.8669 -25.0361 21.0817
H -12.0225 -10.5921 24.4866
H -9.3319 -12.5704 23.5609
H -14.8978 -15.4061 14.4905
H -11.1775 -18.6076 21.3235
H -9.8926 -19.3065 23.2931
H -7.3025 -10.5883 24.5083
H -10.6373 -12.7498 19.0065
H -9.7082 -22.6288 23.0929
H -15.3609 -18.9517 22.5733
F -13.8521 -24.3056 23.0846
H -9.7906 -22.4933 19.6752
C -14.6972 -15.9318 24.0934
C -6.0288 -23.0729 22.1323
H -4.8943 -24.9969 17.6994
O -11.3703 -20.7731 26.2124
H -4.6085 -15.5199 15.6938
C -12.1744 -14.4361 16.0393
C -14.2402 -15.4744 15.3260
H -7.1885 -22.4895 20.1195
O -8.3986 -10.3596 22.7378
H -15.6074 -22.1922 25.2179
H -9.5110 -15.6633 22.8822
H -3.0629 -17.4053 27.0090
C -16.3272 -19.6680 24.4850
H -12.8841 -16.9226 16.2769
H -16.1904 -20.5003 22.4233
C -6.2087 -20.3493 25.3860
H -6.3986 -22.3985 25.2872
C -10.9934 -13.7338 25.6187
H -7.1307 -18.2388 14.9904
H -9.0886 -24.1145 19.4052
H -6.5769 -18.5095 28.1460
C -11.0622 -13.4077 16.0399
H -7.5974 -19.7732 27.4928
O -9.2280 -18.2014 17.0191
H -4.9715 -24.6683 20.3257
H -6.8107 -9.0207 23.0874
H -5.4544 -14.8283 17.3684
H -10.2283 -17.4849 19.6821
N -10.8242 -16.5697 21.4566
C -3.6009 -15.4714 16.0770
N -13.4303 -22.5810 21.4101
H -13.2492 -12.5539 14.0217
H -15.5563 -11.4025 18.2801
N -7.3043 -23.7458 21.7230
H -14.8585 -20.7114 28.5236
H -17.1125 -20.4231 24.7332
H -13.8181 -21.9007 24.9270
H -6.4628 -17.1072 26.4796
H -16.3083 -20.7508 26.7695
H -11.2735 -15.5936 23.2389
H -16.6310 -18.7944 25.0649
C -6.3706 -17.4946 14.7482
O -11.8655 -24.4951 21.8508
C -13.6629 -16.8441 15.5340
H -7.1497 -20.2038 24.8610
O -6.9962 -17.8128 20.3956
H -12.1714 -15.2547 20.4605
C -9.9366 -16.6333 20.2983
H -5.9632 -20.1583 28.2570
H -3.9590 -19.0346 25.7035
H -6.9607 -16.5358 22.2108
O -5.8485 -19.8478 19.5923
H -3.7145 -17.9835 16.8030
H -11.4442 -14.2091 26.5283
H -10.0290 -12.2434 26.8820
H -17.1262 -19.0328 22.7032
O -14.8675 -12.8584 16.9516
C -8.8860 -11.9979 24.3739
C -11.1091 -10.8867 24.0068
H -12.4256 -17.2173 19.0731
C -5.1798 -15.3415 19.5337
N -5.9552 -19.2094 26.3878
O -2.3971 -18.9615 21.4169
H -7.7908 -25.5577 20.7944
C -6.0795 -17.5772 24.4994
H -0.4075 -16.8858 17.9700
H -4.0350 -19.8277 27.1725
H -5.0203 -17.3852 24.4669
H -12.9817 -18.2234 20.4597
H -11.3034 -11.7222 23.3003
O -6.0597 -16.6723 15.8713
H -5.5142 -22.6758 21.2169
H -2.6055 -16.5701 19.1664
H -4.8248 -23.3038 17.5461
H -11.7469 -15.4467 16.0962
H -14.8444 -15.1289 16.1699
H -5.6724 -15.3323 22.8398
H -15.1034 -21.7654 23.6301
N -10.1426 -11.2760 25.0243
C -9.8372 -15.3488 19.4189
O -6.2931 -24.0176 18.8916
C -5.9336 -24.9340 19.9056
F -13.2910 -20.2517 21.5255
H -7.3872 -15.0179 23.0838
F -6.7962 -19.6701 21.8398
H -2.1376 -15.0572 18.4982
C -15.3731 -20.2017 26.6403
H -13.6078 -19.5452 23.7963
C -12.2657 -16.2505 20.9551
H -6.6272 -16.9229 13.8655
H -6.1942 -24.1340 16.8163
H -4.2377 -17.7987 18.4911
H -11.0572 -10.1495 27.5144
H -8.9748 -16.8581 20.7343
C -4.3980 -17.4872 17.4502
H -8.7519 -18.3560 22.2388
H -10.6804 -10.0955 23.4795
H -15.4039 -13.0683 18.9125
C -10.5292 -15.5261 22.4641
H -14.8550 -13.2143 14.3018
H -9.5711 -12.0612 20.0387
C -8.0994 -24.0878 22.9781
H -11.4383 -12.4268 16.2366
S -3.6621 -18.9678 22.0234
H -6.3797 -18.3026 23.7450
O -11.5741 -21.2099 20.2874
O -9.1979 -20.4562 26.1643
H -8.9681 -15.4647 18.7214
H -1.5447 -17.8181 17.1988
H -8.9015 -24.7746 22.6234
H -6.1942 -18.4719 17.0199
N -10.1061 -17.4403 16.5785
N -3.7643 -15.9972 17.4373
C -9.6450 -12.9819 19.4284
H -13.8954 -12.1687 18.6555
C -14.8442 -21.6359 24.6891
C -5.8515 -17.4243 17.0518
C -4.0533 -17.6442 27.3581
C -7.8809 -11.2028 23.7294
H -6.3595 -25.5717 21.8964
H -13.9631 -16.7945 19.9439
H -11.8155 -14.1078 13.4128
C -12.9545 -17.2214 20.0324
S -12.9309 -21.4499 20.5132
C -4.6832 -14.9977 18.1220
H -4.6722 -16.7827 27.1975
H -7.6869 -18.2732 25.8541
H -9.4194 -9.3284 25.0441
F -3.5006 -18.0200 23.1897
H -13.4259 -20.1250 27.5888
C -6.5951 -18.0039 25.8567
H -5.9647 -25.9484 19.4845
H -10.4238 -13.4829 15.1367
N -4.8069 -18.2990 21.2721
H -13.2857 -17.4448 25.7684
H -13.3297 -14.8418 12.9349
N -12.9959 -13.5070 21.8336
H -2.9569 -16.1363 15.4919
H -14.5008 -15.3667 23.2038
H -8.7578 -12.9138 18.8184
H -3.0928 -14.4880 16.0644
H -14.2812 -15.3429 24.8999
C -7.3510 -9.4566 22.2421
H -13.2917 -11.6343 16.4657
H -15.7846 -16.1548 24.1659
O -11.0441 -17.0325 17.3891
H -7.3386 -24.6000 23.6117
H -10.4707 -13.9290 16.7931
H -10.1235 -14.2790 25.2155
O -12.2355 -12.8768 21.0663
H -5.4267 -18.0465 14.5402
C -6.3658 -21.6784 26.0834
H -9.4133 -17.7055 23.7618
H -10.6429 -14.5540 21.9362
H -8.4602 -12.6661 25.1399
C -10.7499 -12.3078 26.0301
H -11.7925 -13.7655 24.8875
S -6.0817 -18.8835 20.6592
C -6.5714 -19.4535 27.6790
C -5.5432 -24.1305 17.6908
H -11.6186 -17.9175 22.8524
C -14.9369 -12.3135 18.2925
H -14.5144 -17.4526 15.8307
C -14.1265 -12.1188 15.9638
H -10.7101 -15.3127 18.7307
H -5.3825 -20.3431 24.6380
H -11.7746 -9.1498 26.4331
H -12.0635 -15.7402 13.9415
C -13.8886 -13.0491 14.7499
H -7.1766 -11.9604 23.2922
C -10.7867 -9.4442 26.7425
H -4.0270 -14.1327 18.0957
C -2.3901 -16.0983 18.2303
H -1.1266 -16.2877 16.4419
H -14.0914 -21.7601 27.4490
H -5.7828 -16.1881 19.6300
H -7.9674 -8.7206 21.6897
H -5.4321 -21.9177 26.6181
H -9.9989 -23.6486 20.9157
N -10.4005 -19.9985 26.0664
H -7.2861 -21.7614 26.6894
H -13.0241 -19.7356 25.4270
H -5.7984 -14.4911 19.8360
H -5.4906 -23.8794 22.6553
H -6.4483 -16.9708 17.8393
C -16.2051 -19.5383 22.9600
C -14.0937 -17.8447 25.1226
H -3.9228 -17.8586 28.4555
C -10.8565 -17.8886 22.0851
C -9.2428 -23.3155 20.1611
H -15.6306 -19.2193 26.9123
C -8.8301 -22.8863 23.6389
H -13.2685 -17.2517 14.6239
O -10.5215 -18.7502 25.8790
O -9.6059 -14.1807 20.1549
S -12.6769 -23.5023 22.4611
H -15.0224 -17.6127 25.6406
N -15.0506 -20.1976 25.1299
O -14.0275 -17.1834 23.8985
H -9.3017 -23.1926 24.5515
O -14.0027 -14.0952 21.3873
O -4.1066 -20.1807 22.6378
C -12.5934 -14.8099 13.7025
H -8.1478 -21.9248 21.4991
H -14.7330 -11.3505 15.5334
O -12.1036 -22.9418 23.6845
O -6.7295 -16.3511 24.2848
H -8.2142 -21.9964 23.8403
H -12.8570 -16.2562 21.8515
O -10.1525 -16.9924 15.3615
N -13.2386 -14.3900 14.9711
H -6.6626 -9.9965 21.5664
C -8.0062 -22.7511 20.7677
C -9.6247 -18.2980 22.8622
H -12.7172 -14.2452 16.9710
H -8.8651 -10.2539 26.4507
H -11.6378 -11.8066 26.4089
H -4.3279 -15.4218 20.2051
```

Output
E_tot: -181542.2267 eV
Net charge: +2
LUMO: -3.10 eV
Kohn-Sham gap: 0.3130 hartree
E_HOMO: -11.62 eV

# 2
Computed, not measured: a 12-piece molecular cluster, F6H22O11P overall in a non-equilibrium geometry, with ωB97M-V/def2-TZVPD.

XYZ file:
```
40
F6H22O11P (ωB97M-V/def2-TZVPD)
H 1.4152 0.1436 4.0692
H -2.2848 3.0248 1.1380
H -4.3496 0.0405 -1.8325
F 1.2309 0.7169 1.2941
F 0.4537 1.6840 -0.6876
O 2.3460 -2.2755 1.4195
O -0.8909 -2.6676 -1.8378
H 2.9610 1.5433 -0.6028
H 1.9724 1.5330 3.8430
H -3.7194 0.2538 -0.4726
F 1.1468 -0.5317 -0.7541
O -1.8907 2.5999 -2.1361
H -0.5114 -3.5114 2.6616
H 1.1343 1.3343 -2.8224
H -2.3924 4.0079 -0.0082
H -2.9359 -1.5556 1.2326
H 2.1773 -3.1258 1.0136
F -0.1348 -1.1020 0.9477
H -0.8077 -1.9494 -2.4651
O -3.4198 -0.7754 0.9616
H 1.3535 2.6414 -3.5540
H -2.9045 -0.0435 1.3008
F -1.1498 -0.0749 -0.7804
O -2.8957 3.6249 0.7103
O 4.1317 -2.3355 -1.9711
P 0.1158 0.3127 0.2192
H -2.4183 1.8327 -1.9143
O 3.8210 1.9601 -0.6573
H -0.9854 2.3062 -2.0344
H -0.7445 -3.8003 4.1293
H 1.6416 -1.7124 1.0986
H -0.5684 -2.3044 -1.0130
O -0.1256 -3.9567 3.4160
F -0.9689 1.0052 1.2397
H 4.1351 -1.9211 -2.8340
O 1.2025 1.0709 4.1746
H 3.3815 -1.9469 -1.5212
O -3.7967 0.6482 -1.3414
O 0.9303 1.7872 -3.6406
H 4.3444 1.5188 0.0116
```

Output
E_tot: -48483.1108 eV
Net charge: -1
LUMO: 2.45 eV
ΔE to the lowest compared entry with this formula, charge and spin: 107.0 kJ/mol
Kohn-Sham gap: 0.3666 hartree
E_HOMO: -7.52 eV

# 3
Computed, not measured: a 3-piece molecular cluster, C2H10NO3 overall in a non-equilibrium geometry, with ωB97M-V/def2-TZVPD.

XYZ file:
```
16
C2H10NO3 (ωB97M-V/def2-TZVPD)
N -0.0531 0.2449 -0.3965
O -1.6883 -1.9427 -1.0079
H -0.7209 -3.1755 0.2933
H 3.1371 0.1140 0.9484
H -3.0501 2.3065 -0.2284
H 0.7057 0.9126 -0.1974
H -0.1696 0.2201 -1.4096
C 0.2059 -0.9951 0.3013
O 2.9152 0.0765 -0.0161
O -2.1361 2.3807 0.1542
H 1.0730 -1.3666 -0.2381
H -0.9198 0.7677 -0.0107
H 3.5867 0.5461 -0.4204
H -2.4674 2.8859 0.8672
C -0.9723 -2.1156 -0.0351
H 0.5539 -0.8595 1.3959
```

Output
E_tot: -9861.2465 eV
Net charge: +1
LUMO: -3.45 eV
ΔE to the lowest compared entry with this formula, charge and spin: 133.2 kJ/mol
Kohn-Sham gap: 0.4041 hartree
E_HOMO: -14.44 eV

# 4
Computed, not measured: a 2-piece molecular cluster, CH5NOS overall in a non-equilibrium geometry, with ωB97M-V/def2-TZVPD.

XYZ file:
```
9
CH5NOS (ωB97M-V/def2-TZVPD)
H 1.4082 1.1320 -1.0356
H -0.1530 0.4338 -0.6966
H -1.6763 1.4575 2.6590
C 0.9134 -0.7366 -1.7729
N 0.6577 0.5290 -1.2987
H 1.5432 -0.8606 -2.6623
O 0.3820 -1.7202 -1.3229
S -1.0572 0.3386 3.0083
H -2.0179 -0.5734 3.1217
```

Output
E_tot: -15490.5486 eV
LUMO: 0.76 eV
ΔE to the lowest compared entry with this formula, charge and spin: 55.1 kJ/mol
Kohn-Sham gap: 0.3919 hartree
E_HOMO: -9.90 eV
SMILES: NC=O.S

# 5
Computed, not measured: one molecule with the formula C5H13NO3Si in a non-equilibrium geometry, with ωB97M-V/def2-TZVPD.

XYZ file:
```
23
C5H13NO3Si (ωB97M-V/def2-TZVPD)
O 0.1065 1.8253 -0.7439
O -0.5369 -0.6502 0.5197
H 0.9531 -2.6938 2.6844
H -0.2749 -1.4948 3.1904
Si -0.6005 0.2876 -0.9024
H 1.6539 -0.0437 -3.1259
N 1.5454 -0.2016 1.3486
H -2.8017 0.4179 -1.9396
C 0.4770 -0.8630 1.4231
H 1.5795 -1.6867 -3.0196
H 2.1557 -0.6977 -1.5212
H 0.1843 1.9773 1.1908
H -2.9933 -0.3870 -0.4687
O 0.1075 -0.6491 -2.0356
H 2.3003 -0.3424 1.9944
C 0.0870 2.6464 0.3821
C -2.5163 0.4369 -0.9730
H -0.9033 3.1749 0.3732
C 1.4377 -0.7603 -2.4512
H -0.4347 -2.7868 1.8962
H -2.7634 1.3571 -0.4088
C 0.1651 -2.0114 2.3462
H 1.0721 3.1450 0.2407
```

Output
E_tot: -20908.1337 eV
LUMO: 0.89 eV
ΔE to the lowest compared entry with this formula, charge and spin: 29.8 kJ/mol
Kohn-Sham gap: 0.3927 hartree
E_HOMO: -9.80 eV
SMILES: [H]/N=C(\C)O[Si](C)(OC)OC

# 6
Computed, not measured: C22H52FN2O6Zr as an isolated structure in a non-equilibrium geometry, with ωB97M-V/def2-TZVPD.

XYZ file:
```
84
C22H52FN2O6Zr (ωB97M-V/def2-TZVPD)
N -0.9023 0.0218 -3.1394
C -1.9213 2.0032 -4.0520
H 3.7235 -0.9307 5.9661
H -1.4291 -1.9854 -4.7680
H 1.6824 -0.0162 -3.1542
H 2.2643 -0.0947 -0.7284
H -1.2962 -0.9808 -6.0784
H 1.4070 2.0980 3.3422
H 3.2908 1.6168 2.1662
C -4.3912 0.2236 1.7080
C -0.0989 -0.2823 -4.3343
H -3.1268 0.4804 -1.2162
H 3.1779 1.0817 4.5644
H -0.9538 3.0234 0.6992
C -2.7612 1.2397 -1.9039
H -1.0140 2.7135 -5.9383
H 0.0613 0.9425 3.6167
H 3.4437 -3.0613 4.9549
O 1.1637 -1.4029 1.4372
H 3.1062 0.2241 1.1320
C 1.1803 1.5123 -0.8116
N 1.5717 -1.2649 2.7542
H 0.5967 -3.8226 3.6967
H 2.0328 -0.7359 -4.7017
H 0.7992 1.7065 -4.6324
H -3.5431 1.9643 -2.1250
H -3.4510 0.0221 2.2112
H 0.1332 1.7938 -0.7773
C -2.1691 0.7440 -3.2245
H -1.3227 2.7233 -3.4775
H -1.2052 -0.6256 2.9036
H 2.0844 -4.6335 3.2601
H -3.2169 -0.2419 -4.9797
H -4.2550 1.1236 1.1013
H -4.2765 0.2530 -3.7408
C 3.4383 -0.9964 4.9133
H -5.1109 0.4694 2.4936
O -1.5071 -2.2641 1.6348
O 1.3168 0.0851 -0.7455
C -0.6754 -1.3606 -5.2619
H 3.8140 -3.7414 2.0683
O -0.8738 -0.8984 -2.1460
H 1.4175 -1.6817 -3.4093
C -1.2213 1.8030 -5.3730
H 0.0111 -2.0937 -5.6835
C 2.7188 -2.3018 4.6342
Zr -0.4107 -1.3059 -0.0715
H 3.5859 -2.0581 1.4753
H -1.9907 1.8479 -1.4146
C -3.2616 -0.1134 -3.8942
C 1.2906 -0.7128 -3.9023
C -1.0192 4.8411 -0.1337
H 0.5072 0.7066 -6.0449
H -1.8761 -3.1225 1.8894
H -2.5363 -1.7126 3.4841
H -1.8364 1.2748 -6.1118
H 1.6492 2.0768 -0.0027
H 4.1155 0.0558 2.5420
H 4.4162 -0.9354 4.4238
H 1.5901 1.8982 -1.7473
H -0.8769 4.5482 -1.1819
H -2.0542 5.1292 0.0663
H 0.5302 1.2849 1.9944
H -0.3913 5.7304 -0.0611
H 4.4801 -2.3808 2.9348
C 0.0701 1.0391 -5.0973
H -3.1214 -1.1329 -3.5241
C -1.5898 -1.6405 2.9561
C 2.5765 0.1670 4.4980
H 1.1399 -3.8345 2.0364
H -5.7602 -0.8031 0.7595
F -1.2239 0.3993 0.6538
C 3.6226 -2.7092 2.3482
H 1.9548 -2.4612 5.4027
C 1.4898 -3.7417 3.0716
O -0.5890 3.9021 0.8283
H 1.8410 0.3753 5.2841
C 2.0095 0.1036 3.0672
H -0.8284 -2.0889 3.6012
O -4.8113 -0.8580 0.8952
C 3.2079 0.5302 2.1761
C 2.3167 -2.4625 3.1692
H -2.8635 2.5311 -4.2300
C 0.9342 1.1801 3.0045
```

Output
E_tot: -42912.5795 eV
Net charge: +1
LUMO: -4.23 eV
ΔE to the lowest compared entry with this formula, charge and spin: 0.0 kJ/mol
Kohn-Sham gap: 0.2236 hartree
E_HOMO: -10.32 eV

# 7
Computed, not measured: one molecule with the formula C4H8BN in a non-equilibrium geometry, with ωB97M-V/def2-TZVPD.

XYZ file:
```
14
C4H8BN (ωB97M-V/def2-TZVPD)
H 1.1110 0.7477 -2.2307
H 1.8820 -0.7143 -0.0600
C -0.9999 0.7951 -0.1297
C 0.5577 0.0284 -1.6341
N 0.9487 -0.4507 -0.3755
H 0.4686 -1.5961 2.0647
C -0.0754 -0.6691 2.0667
H -1.0953 -0.7155 2.3140
H -1.8105 1.4929 0.2741
H -1.1013 1.3597 -2.2057
H 0.4339 -0.8481 -2.1612
C -0.7263 0.8133 -1.3881
H 0.3984 -0.1042 2.8498
B 0.0084 -0.1389 0.6156
```

Output
E_tot: -6444.1658 eV
LUMO: 0.73 eV
ΔE to the lowest compared entry with this formula, charge and spin: 38.9 kJ/mol
Kohn-Sham gap: 0.3772 hartree
E_HOMO: -9.54 eV
SMILES: CB1C=CCN1

# 8
Computed, not measured: C14H14N2O4S2 as an isolated structure in a non-equilibrium geometry, with ωB97M-V/def2-TZVPD.

XYZ file:
```
36
C14H14N2O4S2 (ωB97M-V/def2-TZVPD)
C 0.2939 0.6852 -0.7963
H 4.9050 -3.4268 1.6691
H 4.8944 0.3820 -1.5974
C 4.5679 -1.8554 0.2286
H -5.5597 -0.6623 -0.0651
C -0.7484 -0.2489 -0.9568
C 0.1969 2.1109 -0.4442
H 3.2844 -4.7450 0.0190
H -3.1215 1.8526 0.4197
O -0.3629 4.3292 0.6095
C -0.9935 2.3965 0.1279
C 3.6024 -3.7086 0.0802
H -5.5888 1.3563 2.4323
S 2.9657 -2.9632 -1.3934
H -4.9558 0.7134 -0.0082
C -4.6865 -0.3506 0.1865
H -4.3084 -1.2831 2.2009
H 1.0900 2.5265 -0.0517
C -4.4864 -0.2582 1.6845
H 5.3791 -0.8853 0.6782
H 1.4217 -0.9709 -1.7807
H -3.6934 0.1959 2.0208
C 2.6583 0.7802 -1.1068
O 2.9853 1.8325 -0.6109
C 4.5724 -3.0268 0.8486
H -0.6766 -1.1607 -1.2269
C 3.8082 -0.1965 -1.6642
O -5.4622 0.2430 2.6423
N 1.3774 0.1053 -1.1933
H 3.5819 -0.5896 -2.6720
C -2.0378 1.5891 0.1535
S -3.3645 -1.1545 -0.6211
C -2.0455 0.1961 -0.5837
C 4.0243 -1.2981 -0.8942
O -2.2708 3.8196 1.1682
N -1.2467 3.6700 0.4974
```

Output
E_tot: -47572.1658 eV
LUMO: -0.49 eV
ΔE to the lowest compared entry with this formula, charge and spin: 1432.1 kJ/mol
Kohn-Sham gap: 0.2931 hartree
E_HOMO: -8.47 eV

Q: The highest E_tot belongs to which entry?
A: C4H8BN

Q: What is the formula in the third record?
A: C2H10NO3